1.
Computed, not measured: a cluster of 3 separate species, C28H53NO10S3 in total, with ωB97M-V/def2-TZVPD.

Computed properties:
Multiplicity   1
E_HOMO   -9.042 eV
Gap between HOMO and LUMO   0.342 Eh
SMILES string   CCCCO[C@]1(CCCCN)C[C@H](Cc2cccc(C)c2)[C@H](CC)S(=O)(=O)O1.CCOS(C)(=O)=O.CCOS(C)(=O)=O
Energy   -3100.392689 hartree

Positions of all 95 atoms, in Å:
S1 5.612 0.673 -0.464
S2 -2.635 -1.007 -3.883
S3 -8.056 0.316 -1.117
O1 -1.686 0.052 -3.720
O2 6.212 1.732 -1.215
O3 -8.083 0.639 0.433
O4 -3.851 -0.516 -4.765
O5 5.254 1.321 0.941
O6 4.343 0.911 3.039
O7 -9.346 0.554 -1.687
O8 -6.911 0.954 -1.698
O9 6.339 -0.545 -0.239
O10 -3.148 -1.669 -2.720
N1 -0.862 3.604 0.120
C1 6.240 -0.717 3.228
C2 -0.707 -2.872 1.991
C3 -0.905 -2.030 0.909
C4 0.536 -3.422 2.235
C5 4.982 0.265 -3.626
C6 2.587 -1.884 -0.570
C7 1.759 1.825 2.317
C8 4.366 -1.611 4.841
C9 0.178 -1.761 0.080
C10 3.016 2.004 1.451
C11 -1.994 -2.197 -5.007
C12 5.565 -1.916 3.944
C13 -4.875 0.274 -4.097
C14 5.669 0.662 3.509
C15 0.451 2.100 1.574
C16 4.062 0.914 1.666
C17 -9.232 2.805 0.674
C18 -4.478 1.724 -3.941
C19 -7.776 -1.414 -0.990
C20 -2.245 -1.401 0.618
C21 1.432 -2.292 0.314
C22 0.360 3.476 0.931
C23 4.033 0.221 -1.212
C24 -7.943 2.027 0.829
C25 3.611 -0.463 1.204
C26 1.605 -3.132 1.407
C27 3.038 -0.461 -0.207
C28 4.372 -0.576 -2.479
H1 -9.503 2.924 -0.374
H2 6.274 -0.902 2.157
H3 -7.126 2.474 0.261
H4 5.014 1.325 -3.378
H5 -8.584 -1.855 -0.413
H6 3.410 -2.595 -0.463
H7 -6.813 -1.579 -0.515
H8 -2.653 -1.840 -0.289
H9 1.823 2.488 3.182
H10 0.299 4.211 1.740
H11 4.629 -0.981 5.690
H12 4.442 -1.170 1.247
H13 2.127 0.142 -0.199
H14 -10.051 2.292 1.177
H15 0.042 -1.098 -0.774
H16 -5.106 -0.182 -3.136
H17 7.287 -0.666 3.540
H18 -5.751 0.175 -4.733
H19 -0.692 4.117 -0.733
H20 -2.738 -2.974 -5.156
H21 5.258 -2.652 3.196
H22 3.453 -1.028 -2.840
H23 -7.637 1.976 1.872
H24 3.554 -1.143 4.284
H25 -3.652 1.838 -3.241
H26 1.711 0.810 2.718
H27 -7.776 -1.806 -2.005
H28 5.993 -0.056 -3.865
H29 -5.332 2.284 -3.562
H30 3.516 2.943 1.703
H31 2.241 -1.929 -1.601
H32 -0.368 2.026 2.297
H33 2.881 -0.803 1.939
H34 3.970 -2.550 5.238
H35 2.582 -3.554 1.611
H36 -1.096 -2.607 -4.551
H37 -9.112 3.794 1.116
H38 5.072 -1.368 -2.213
H39 2.760 2.069 0.395
H40 6.320 -2.419 4.553
H41 -1.536 -3.093 2.653
H42 0.677 -4.074 3.089
H43 6.353 1.429 3.138
H44 3.603 1.176 -1.525
H45 -2.915 -1.531 1.466
H46 -1.207 2.691 -0.145
H47 -4.169 2.143 -4.899
H48 5.593 0.811 4.588
H49 1.251 3.694 0.338
H50 4.377 0.170 -4.528
H51 -1.752 -1.697 -5.941
H52 -2.097 -0.334 0.441
H53 0.264 1.316 0.829

---

2.
Computed, not measured: a structure of composition C28H53O2PSe2Si2Sn, with ωB97M-V/def2-TZVPD.

Computed properties:
Multiplicity   1
E_HOMO (alpha / beta)   -3.201 / -3.199 eV
Gap between HOMO and LUMO (alpha / beta)   0.110 / 0.110 Eh
Energy   -7186.531531 hartree

Positions of all 89 atoms, in Å:
Sn1 0.598 1.158 -0.837
Se1 -1.565 1.935 0.597
Se2 0.622 -0.877 0.855
P1 -0.718 0.465 2.056
Si1 3.786 1.758 0.165
Si2 0.346 1.429 -4.041
O1 -1.308 -2.420 -3.774
O2 -2.408 -0.378 -4.771
C1 -3.374 -0.736 4.921
C2 1.610 2.662 5.327
C3 1.253 2.981 -3.520
C4 -2.623 0.071 4.040
C5 0.719 3.414 4.547
C6 -2.631 -2.722 3.732
C7 -2.201 -2.770 -2.680
C8 -2.997 -2.364 -6.218
C9 2.721 0.973 -1.195
C10 -2.197 -1.097 -6.063
C11 -1.870 -0.538 3.017
C12 -1.902 -1.927 2.847
C13 5.160 2.762 -0.613
C14 1.789 1.294 5.091
C15 -0.380 0.565 -2.446
C16 -3.368 -3.675 -2.989
C17 -3.367 -2.128 4.761
C18 -3.829 0.233 -4.565
C19 -4.109 0.318 -3.113
C20 -0.199 -3.364 -4.021
C21 2.790 2.837 1.314
C22 0.180 1.426 3.287
C23 -0.901 2.072 -5.276
C24 4.519 0.349 1.147
C25 -0.007 2.787 3.527
C26 1.066 0.676 4.067
C27 1.531 0.217 -4.868
C28 0.769 -3.517 -2.861
H1 5.088 0.738 2.001
H2 -5.083 0.790 -2.963
H3 -2.669 -2.732 -7.202
H4 -3.979 -3.744 -2.068
H5 -3.434 0.977 -2.568
H6 1.767 3.034 0.973
H7 0.593 4.478 4.750
H8 -3.949 -0.282 5.727
H9 -2.619 1.152 4.151
H10 -0.588 -4.338 -4.363
H11 -3.752 1.223 -5.031
H12 1.184 -0.390 3.872
H13 2.956 -0.098 -1.272
H14 5.868 3.124 0.145
H15 -2.660 -3.122 -5.496
H16 3.267 3.820 1.418
H17 -1.887 2.280 -4.835
H18 2.442 0.057 -4.265
H19 -1.484 0.740 -2.543
H20 -4.172 -0.671 -2.653
H21 -1.133 -1.334 -5.974
H22 4.778 3.635 -1.159
H23 1.047 -0.756 -5.047
H24 -4.097 -2.282 -6.247
H25 5.723 2.141 -1.321
H26 -4.026 -3.255 -3.761
H27 3.740 -0.334 1.517
H28 -0.347 -0.567 -2.426
H29 2.160 3.151 6.137
H30 2.474 0.703 5.703
H31 0.582 3.851 -3.648
H32 -0.714 3.362 2.916
H33 -2.574 -1.799 -2.357
H34 -1.329 -2.377 2.039
H35 -3.948 -2.757 5.452
H36 1.069 -2.551 -2.443
H37 -2.403 -0.321 -6.808
H38 -2.630 -3.821 3.624
H39 2.954 1.409 -2.188
H40 -0.550 3.031 -5.679
H41 -1.598 -3.167 -1.856
H42 -1.022 1.415 -6.138
H43 -2.022 -1.071 -4.127
H44 1.698 -4.015 -3.171
H45 1.630 3.054 -2.489
H46 -4.503 -0.402 -5.145
H47 0.343 -4.140 -2.079
H48 5.207 -0.216 0.509
H49 0.338 -2.952 -4.880
H50 1.840 0.641 -5.839
H51 -3.075 -4.696 -3.274
H52 2.130 3.118 -4.177
H53 2.701 2.425 2.324

---

3.
Computed, not measured: a structure of composition C28H54ClOPPdSi, with ωB97M-V/def2-TZVPD.

Computed properties:
Multiplicity   5
E_HOMO (alpha / beta)   -4.482 / -8.618 eV
Gap between HOMO and LUMO (alpha / beta)   0.175 / 0.275 Eh
Energy   -2393.367031 hartree

Positions of all 87 atoms, in Å:
Pd1 -2.390 1.976 0.824
Cl1 -2.281 -0.014 -0.449
P1 1.001 -0.142 -2.303
Si1 -1.887 0.571 3.085
O1 -0.890 1.432 2.134
C1 4.817 0.593 -5.017
C2 2.546 -0.171 -3.283
C3 -3.742 1.004 3.013
C4 2.346 -0.061 -4.803
C5 3.680 -0.300 -5.527
C6 2.148 0.714 2.083
C7 2.082 -0.527 3.025
C8 1.287 -1.048 -0.708
C9 -1.183 -0.438 -4.158
C10 -1.145 -3.397 -3.848
C11 -0.532 3.681 -3.103
C12 -0.376 -1.132 -3.048
C13 0.044 3.605 -0.611
C14 2.650 -2.050 1.088
C15 4.921 0.639 -3.486
C16 0.273 1.547 -2.079
C17 -1.385 0.811 4.897
C18 0.069 -2.541 -3.462
C19 0.336 2.438 -3.330
C20 1.711 -1.791 2.264
C21 -2.391 -1.291 -4.571
C22 0.810 2.307 -0.875
C23 -2.018 -2.737 -4.919
C24 -0.084 4.471 -1.870
C25 3.568 0.869 -2.798
C26 -1.800 -1.298 2.748
C27 2.686 0.487 0.766
C28 2.545 -0.939 0.024
H1 2.955 -1.176 -3.065
H2 1.727 -2.653 2.943
H3 -1.025 -1.791 3.353
H4 -3.999 1.378 4.010
H5 1.603 -0.787 -5.162
H6 -4.042 1.782 2.278
H7 0.577 4.160 0.173
H8 5.615 1.432 -3.181
H9 -4.317 0.097 2.803
H10 0.745 1.684 0.023
H11 3.138 1.306 0.201
H12 1.876 2.542 -1.031
H13 -2.276 0.819 5.540
H14 -0.801 -4.377 -4.197
H15 3.534 -0.147 -6.603
H16 3.959 -1.353 -5.386
H17 0.437 -0.672 -0.100
H18 5.336 -0.312 -3.124
H19 -1.064 -1.209 -2.181
H20 -1.485 -2.748 -5.879
H21 -2.888 -0.816 -5.426
H22 -3.107 -1.288 -3.738
H23 3.073 -0.657 3.482
H24 1.099 1.102 1.999
H25 2.415 -3.020 0.634
H26 -0.782 1.290 -1.847
H27 -1.749 -3.566 -2.947
H28 -2.772 -1.748 3.005
H29 1.368 -0.331 3.835
H30 -0.857 1.763 5.034
H31 -0.489 4.315 -3.996
H32 -0.539 -0.254 -5.033
H33 -0.960 3.352 -0.179
H34 4.669 1.613 -5.396
H35 1.956 0.940 -5.050
H36 -1.617 -1.495 1.682
H37 3.694 0.816 -1.707
H38 0.002 1.910 -4.235
H39 0.760 -2.476 -4.317
H40 0.895 4.924 -2.077
H41 -0.729 0.005 5.251
H42 -1.576 3.364 -2.976
H43 1.048 -2.100 -0.933
H44 3.406 -1.022 -0.658
H45 -2.934 -3.323 -5.062
H46 5.766 0.239 -5.433
H47 -0.781 5.294 -1.684
H48 3.688 -2.089 1.444
H49 0.617 -3.040 -2.650
H50 -1.556 0.535 -3.811
H51 2.738 1.516 2.561
H52 3.204 1.883 -3.027
H53 0.682 -1.694 1.901
H54 1.380 2.745 -3.509

---

4.
Computed, not measured: the ion C28H54N3O2Si with charge +1, with ωB97M-V/def2-TZVPD.

Computed properties:
Charge   +1
Multiplicity   1
E_HOMO   -10.386 eV
Gap between HOMO and LUMO   0.303 Eh
SMILES string   CCCC[N@+]1(COC)[C@H](N)CN[C@H](OCC)[C@H]1CCCCCCCC[Si](C)(C)c1ccccc1
Energy   -1703.284740 hartree

Positions of all 88 atoms, in Å:
Si1 -7.291 0.707 0.262
O1 4.704 0.167 -2.277
O2 4.640 -0.658 3.019
N1 3.085 -1.378 -1.700
N2 3.119 -2.622 1.600
N3 3.904 -0.457 0.780
C1 -8.411 -0.677 -0.331
C2 6.022 0.622 -4.237
C3 -4.583 0.330 -0.700
C4 6.442 -0.217 0.598
C5 0.947 1.082 -0.210
C6 4.023 0.198 2.119
C7 3.562 0.604 -0.236
C8 -10.544 -1.854 -0.097
C9 8.916 -0.632 0.949
C10 -6.536 0.129 1.897
C11 2.318 -1.901 -0.590
C12 2.764 -1.460 0.819
C13 -10.161 -2.769 -1.077
C14 3.443 0.021 -1.652
C15 -8.269 2.269 0.628
C16 2.379 1.522 0.112
C17 -2.492 1.805 -0.442
C18 4.154 -0.485 4.352
C19 -1.327 2.104 0.509
C20 4.617 0.446 -3.671
C21 -3.638 1.073 0.254
C22 5.225 -1.114 0.464
C23 -9.680 -0.821 0.270
C24 7.683 -1.029 0.138
C25 0.005 2.322 -0.216
C26 -5.905 1.076 -0.967
C27 -8.907 -2.631 -1.690
C28 -8.042 -1.597 -1.322
H1 1.274 -1.636 -0.727
H2 3.029 0.468 2.465
H3 -5.784 0.805 2.286
H4 -9.043 2.052 1.360
H5 -8.724 2.691 -0.262
H6 5.348 -1.972 1.108
H7 0.559 0.422 0.560
H8 -9.995 -0.120 1.029
H9 -11.503 -1.942 0.390
H10 -10.832 -3.567 -1.348
H11 7.474 -2.071 0.372
H12 5.209 -1.486 -0.548
H13 8.902 0.428 1.185
H14 -7.583 2.993 1.059
H15 -8.610 -3.339 -2.449
H16 -2.155 1.265 -1.325
H17 3.069 -2.455 2.595
H18 -2.861 2.771 -0.788
H19 -7.079 -1.510 -1.804
H20 6.212 -0.076 -5.042
H21 -6.109 -0.857 1.727
H22 7.848 -0.906 -0.925
H23 -6.224 0.912 -1.994
H24 -4.776 -0.661 -0.298
H25 3.140 -0.873 4.442
H26 1.930 -0.940 1.282
H27 0.860 0.605 -1.179
H28 8.930 -1.155 1.901
H29 4.431 1.246 -0.300
H30 9.845 -0.872 0.443
H31 4.051 1.362 -3.835
H32 -4.064 0.181 -1.646
H33 4.180 0.564 4.638
H34 0.534 3.193 0.161
H35 2.361 -2.982 -0.655
H36 3.886 -1.941 -1.931
H37 -1.252 1.296 1.236
H38 -0.218 2.549 -1.257
H39 -4.181 1.770 0.888
H40 6.123 1.613 -4.668
H41 -1.560 3.009 1.063
H42 4.589 1.123 2.013
H43 2.381 1.865 1.142
H44 6.375 0.641 -0.063
H45 2.564 2.421 -0.471
H46 6.624 0.091 1.621
H47 2.481 -3.381 1.406
H48 2.733 0.622 -2.217
H49 -7.345 -0.014 2.610
H50 4.103 -0.363 -4.186
H51 -5.704 2.147 -0.897
H52 6.767 0.526 -3.456
H53 4.819 -1.027 5.009
H54 -3.194 0.340 0.929

---

5.
Computed, not measured: a cluster of 7 separate species, C28H55BO12 in total, with ωB97M-V/def2-TZVPD.

Computed properties:
Charge   -2
Multiplicity   1
E_HOMO   -0.950 eV
Gap between HOMO and LUMO   0.183 Eh
Energy   -2027.479096 hartree

Positions of all 96 atoms, in Å:
O1 1.642 0.167 -3.327
O2 -3.499 2.884 -3.216
O3 1.275 -3.200 -0.802
O4 -2.508 -0.292 -1.278
O5 0.993 -3.143 1.564
O6 1.671 -0.362 0.257
O7 -1.490 -1.059 3.861
O8 5.792 -1.761 1.382
O9 2.338 0.917 0.197
O10 -2.141 -4.119 -0.798
O11 -0.929 -3.745 -2.649
O12 0.727 3.830 -1.110
C1 -4.458 3.835 -2.770
C2 5.741 -2.274 2.708
C3 -0.526 1.037 -3.698
C4 7.101 -1.906 0.850
C5 -0.278 -3.201 0.927
C6 -3.625 0.976 0.374
C7 -0.415 -2.697 5.174
C8 7.039 -3.044 2.917
C9 -0.544 -0.459 -3.988
C10 -4.132 1.887 -4.023
C11 -0.720 4.147 0.728
C12 0.409 -1.413 5.229
C13 -1.120 -3.698 -1.428
C14 -3.531 -0.475 0.846
C15 -0.091 -2.914 -0.570
C16 -1.763 -2.180 4.691
C17 -3.247 -1.212 -0.456
C18 0.708 4.450 1.172
C19 0.937 -0.762 -4.162
C20 2.578 -1.369 0.636
C21 1.519 3.759 0.083
C22 -5.723 3.582 -3.581
C23 0.738 1.177 -2.865
C24 -0.117 -0.670 4.011
C25 8.005 -2.271 2.023
C26 -2.557 1.017 -0.715
C27 -5.629 2.078 -3.830
C28 -0.600 4.236 -0.788
B1 1.969 -2.923 0.431
H1 -1.308 3.589 -1.308
H2 6.930 -4.068 2.551
H3 -1.465 4.834 1.134
H4 4.851 -2.894 2.813
H5 0.430 -0.967 3.110
H6 7.343 -3.087 3.964
H7 0.946 4.081 2.169
H8 -3.839 2.049 -5.067
H9 -4.635 3.673 -1.699
H10 -4.431 -0.835 1.346
H11 -5.678 4.124 -4.530
H12 -3.781 0.901 -3.714
H13 0.537 0.999 -1.804
H14 1.200 2.158 -2.969
H15 2.923 -3.705 0.619
H16 3.212 0.723 -0.167
H17 -2.387 -1.849 5.535
H18 -4.175 -1.474 -0.982
H19 1.193 -1.781 -3.872
H20 -4.057 4.842 -2.905
H21 -0.994 3.132 1.023
H22 -0.066 0.417 4.112
H23 -3.453 1.712 1.163
H24 -0.937 -1.003 -3.128
H25 -0.670 -4.189 1.111
H26 0.185 -0.857 6.147
H27 -0.481 -3.219 6.131
H28 3.533 -1.297 0.106
H29 -2.784 1.742 -1.498
H30 -1.138 -0.733 -4.861
H31 -5.966 1.532 -2.946
H32 7.396 -0.977 0.357
H33 8.347 -1.367 2.533
H34 -0.745 5.267 -1.140
H35 -6.629 3.887 -3.057
H36 2.785 -1.285 1.708
H37 -0.999 -2.486 1.335
H38 -6.212 1.735 -4.684
H39 -0.427 1.605 -4.632
H40 5.662 -1.430 3.405
H41 8.882 -2.844 1.720
H42 2.484 4.237 -0.099
H43 -2.661 -2.122 -0.323
H44 0.011 -3.378 4.435
H45 -2.320 -2.922 4.117
H46 -0.272 -1.867 -0.822
H47 1.256 -0.596 -5.204
H48 -4.613 1.166 -0.061
H49 0.885 5.531 1.154
H50 -2.690 -0.591 1.533
H51 -1.568 1.245 -0.292
H52 1.484 -1.581 5.183
H53 7.084 -2.706 0.100
H54 1.692 2.707 0.321
H55 -1.412 1.389 -3.179

---

We obtain F_max values of 0.0112; 0.1183; 0.0713; 0.0236; 0.0195 Eh/bohr for the records listed above, in that order.